This record from the OMol25 dataset describes a molecular structure, C23H56F6NO27S9V in a non-equilibrium geometry. The level of theory is ωB97M-V/def2-TZVPD.

Geometry (Å):
V  1.164  -1.054  -2.369
S  3.603  -0.569  0.387
S  3.959  5.655  -0.111
S  0.246  2.187  -3.227
S  -0.431  -4.926  4.857
S  -0.123  -3.098  -0.120
S  -6.004  2.718  -0.645
S  -0.617  -0.465  0.405
S  -4.584  -3.997  -4.008
S  3.915  0.508  6.569
F  -2.366  0.460  -1.271
F  -1.757  -4.119  -1.891
F  0.250  -3.786  -2.655
F  -2.996  -1.371  -0.272
F  -0.105  -5.391  -1.263
F  -3.001  0.536  0.828
O  0.432  -1.183  -3.731
O  0.528  1.057  -2.390
O  3.380  -0.876  6.041
O  0.714  -4.594  5.636
O  0.117  -5.307  3.416
O  0.982  2.431  -4.408
O  1.181  -3.429  0.348
O  -5.562  4.090  -1.326
O  -1.257  2.024  -3.674
O  3.639  0.561  7.961
O  3.178  -0.607  1.739
O  0.039  0.774  0.126
O  -7.428  2.660  -0.609
O  4.592  5.631  -1.375
O  2.717  -0.144  -0.628
O  4.857  0.339  0.251
O  4.621  6.192  1.026
O  -4.004  -2.807  -4.864
O  -1.382  -5.905  5.258
O  -1.184  -3.368  0.789
O  -5.882  -4.273  -4.523
O  3.461  1.551  5.700
O  -4.434  -3.681  -2.635
O  -0.529  -0.930  1.738
O  -5.241  2.529  0.541
O  3.518  4.171  0.162
O  2.346  -2.088  -2.401
N  -0.171  -1.584  -0.752
C  3.221  3.785  1.552
C  0.152  3.569  -2.131
C  -0.475  -4.161  -1.591
C  0.731  -6.858  1.750
C  -5.405  1.624  -1.897
C  5.644  0.260  6.361
C  1.976  2.924  1.520
C  5.800  0.388  1.352
C  -6.245  5.281  -0.909
C  -3.284  3.189  -4.287
C  -2.899  -0.731  -5.080
C  -3.500  -5.310  -4.482
C  4.219  -2.139  -0.072
C  7.103  -0.288  0.966
C  2.417  6.498  -0.244
C  -6.620  6.180  -2.086
C  0.703  -6.611  3.243
C  -2.893  -2.045  -4.314
C  -1.815  2.970  -4.598
C  -1.319  -3.481  4.361
C  1.385  -0.875  4.633
C  2.892  -0.946  4.662
C  -2.391  -0.197  -0.086
H  1.179  3.315  0.885
H  3.444  -2.900  -0.094
H  2.613  7.558  -0.381
H  6.955  -1.224  0.431
H  1.542  -6.256  1.330
H  -1.317  -3.359  3.281
H  -2.352  -3.640  4.669
H  -5.764  6.359  -2.732
H  5.028  -2.419  0.601
H  -4.321  1.607  -1.868
H  0.894  -7.901  1.483
H  5.892  -0.744  6.687
H  -3.632  4.095  -4.784
H  -2.455  -0.842  -6.073
H  -0.175  3.139  -1.182
H  -0.993  -2.578  4.865
H  -3.928  -0.396  -5.177
H  7.653  0.353  0.271
H  -1.249  3.903  -4.614
H  -2.519  -5.112  -4.060
H  1.817  6.363  0.654
H  -5.857  0.653  -1.714
H  0.086  -7.366  3.740
H  3.070  4.705  2.110
H  3.291  -0.089  4.128
H  4.639  -2.025  -1.072
H  -3.958  -6.229  -4.128
H  4.072  3.212  1.907
H  -2.203  -0.047  -4.592
H  1.108  -0.495  3.644
H  5.864  0.404  5.303
H  3.296  -1.848  4.213
H  -3.482  3.314  -3.222
H  -3.093  -1.877  -3.259
H  1.884  6.098  -1.105
H  -1.759  2.572  -5.613
H  7.754  -0.410  1.831
H  -5.756  2.026  -2.844
H  6.003  1.437  1.553
H  -0.177  -6.508  1.262
H  1.154  3.965  -1.987
H  0.944  -1.865  4.689
H  0.993  -0.156  5.346
H  -3.441  -5.282  -5.567
H  -7.518  5.866  -2.614
H  1.581  2.710  2.511
H  1.693  -6.637  3.700
H  5.347  -0.090  2.218
H  -5.556  5.841  -0.274
H  2.213  1.969  1.046
H  6.200  1.012  6.915
H  -1.966  -2.589  -4.499
H  -0.596  4.261  -2.499
H  -3.871  2.347  -4.652
H  -7.148  5.125  -0.318
H  -6.904  7.124  -1.609

Forces on atoms 1 to 2 (eV/Å):
0.06 0.54 1.40
0.67 -1.71 0.51

The calculation puts the HOMO energy at -10.438 eV. Its charge is 0. The value obtained for the energy relative to the best compared isomer or geometry (same formula, charge and spin) is 0.0 kcal per mole.

Atom charges from the Mulliken analysis, given in e for atoms 1 to 5: 1.497 1.091 1.150 0.897 1.272

This record from the OMol25 dataset describes 7 unconnected molecules or ions with the total composition C23H58ClN7O11P3 in a non-equilibrium geometry. The level of theory is ωB97M-V/def2-TZVPD.

Geometry (Å):
Cl  2.186  -0.037  3.395
P  3.867  2.855  -0.927
P  1.859  -1.237  0.039
P  2.938  0.746  -0.418
O  -6.115  -3.797  -1.346
O  4.633  3.456  0.393
O  7.649  1.644  -1.522
O  2.908  3.893  -1.399
O  1.928  -2.171  -1.155
O  -1.102  1.207  -3.266
O  5.991  5.081  8.272
O  5.061  2.734  -2.022
O  3.580  2.117  3.016
O  -1.899  -1.557  0.029
O  -9.430  -6.581  1.143
N  4.323  0.217  0.586
N  -6.806  -3.152  0.719
N  -2.175  -2.673  -1.937
N  4.609  4.455  6.582
N  -11.666  -6.715  0.792
N  8.920  3.449  -1.063
N  -1.635  2.711  -4.871
C  -7.219  -4.504  1.076
C  -12.762  -6.842  -0.142
C  3.428  4.658  7.399
C  -0.950  1.928  -5.884
C  5.810  4.696  7.128
C  4.447  3.999  5.209
C  10.181  4.142  -1.183
C  5.000  -1.002  0.139
C  -2.272  3.954  -5.234
C  -6.283  -2.936  -0.501
C  8.702  2.243  -1.617
C  -1.636  2.240  -3.603
C  -6.964  -2.084  1.681
C  -1.109  -1.934  -2.613
C  7.822  4.060  -0.324
C  -2.913  -3.685  -2.659
C  2.758  1.448  2.481
C  2.079  1.626  1.194
C  -2.453  -2.401  -0.654
C  6.379  -0.792  -0.496
C  -10.378  -6.689  0.391
C  1.444  1.267  -1.460
C  -11.945  -6.610  2.214
H  -13.346  -7.742  0.062
H  3.860  4.720  4.639
H  -13.427  -5.978  -0.084
H  1.767  1.616  -2.438
H  4.364  -1.558  -0.556
H  -2.165  2.899  -2.893
H  -7.624  -4.503  2.084
H  3.487  0.155  -1.618
H  -1.547  4.661  -5.644
H  9.569  1.844  -2.171
H  -6.364  -5.180  1.027
H  -2.723  4.398  -4.348
H  -6.392  -2.290  2.588
H  0.851  0.367  -1.644
H  -12.368  -6.907  -1.155
H  5.123  -1.652  1.016
H  -11.554  -5.674  2.614
H  8.150  5.026  0.056
H  -8.015  -1.961  1.955
H  10.622  4.324  -0.200
H  6.295  -0.685  -1.578
H  5.422  3.893  4.738
H  -3.055  3.791  -5.979
H  -11.473  -7.428  2.759
H  -13.021  -6.647  2.366
H  -10.261  -6.774  -0.702
H  -0.159  -2.094  -2.097
H  7.514  3.425  0.506
H  -2.245  -4.475  -3.014
H  6.988  -1.683  -0.326
H  0.102  1.806  -5.626
H  -6.604  -1.151  1.251
H  3.369  5.693  7.738
H  4.411  4.395  0.439
H  3.943  3.036  5.170
H  10.873  3.537  -1.767
H  3.458  4.020  8.283
H  -6.001  -1.883  -0.670
H  1.073  1.212  1.249
H  -1.391  0.933  -5.962
H  -3.267  -3.035  -0.254
H  -1.030  -2.286  -3.640
H  -7.972  -4.869  0.386
H  -3.666  -4.120  -2.005
H  0.796  1.997  -0.980
H  0.498  -0.965  0.298
H  6.953  4.190  -0.969
H  -1.034  2.439  -6.841
H  2.413  -1.913  1.151
H  6.644  4.511  6.430
H  2.548  4.417  6.808
H  5.646  1.985  -1.836
H  10.050  5.104  -1.685
H  -1.332  -0.866  -2.608
H  6.872  0.082  -0.086
H  2.005  2.697  1.000
H  -3.421  -3.247  -3.521
H  5.003  0.964  0.704

Forces on atoms 1 to 2 (eV/Å):
-0.07 -0.14 0.07
-0.45 0.13 -0.42

The calculation puts the HOMO energy at -4.285 eV. Its charge is -1.

Atom charges from the Mulliken analysis, given in e for atoms 1 to 5: -0.286 0.765 0.480 0.750 -0.614

Q: charge of number 1 (C23H56F6NO27S9V)?
A: 0

Q: Among the records above, which one has the highest charge?
A: C23H56F6NO27S9V